A.
Molecular formula: C4H12N2S
Method: DFT, wB97M-V/def2-TZVPD

Calculated values
molar mass: 120.2 u
HOMO level: -8.795 eV
total charge: 0
Kohn-Sham gap: 5.8 eV
2S+1: 1

Geometry (Å):
C: 0.366 1.741 -0.490
H: 1.188 2.976 1.042
H: -0.007 -2.234 -2.526
H: 1.357 1.677 -0.978
H: -0.164 2.558 -0.994
C: 0.604 2.059 0.988
H: 1.211 1.254 1.418
H: -1.597 -1.940 -1.774
C: -0.364 -0.143 -1.928
H: -1.247 2.857 1.538
H: 0.573 0.083 -2.443
N: -0.574 2.166 1.818
S: 0.405 -2.553 0.840
H: -0.180 -1.992 -0.797
H: -0.996 1.280 2.031
N: -0.378 0.510 -0.613
C: -0.550 -1.641 -1.793
H: -1.170 0.293 -2.520
H: -0.055 -0.185 0.050

Results of the Mulliken charge analysis, in e, for atoms 1 through 4:
1 C -0.463
2 H 0.367
3 H 0.348
4 H 0.353

---

B.
Molecular formula: C4H12N2S
Method: DFT, wB97M-V/def2-TZVPD

Calculated values
molar mass: 120.2 u
HOMO level: -8.841 eV
total charge: 0
Kohn-Sham gap: 9.8 eV
SMILES: NCCNCCS
2S+1: 1

Geometry (Å):
N: 0.567 -2.958 0.212
C: -0.118 2.091 0.502
N: -0.886 -0.224 0.265
C: -0.797 -2.619 -0.232
H: -2.112 1.516 -0.122
H: -0.284 3.105 0.149
S: 1.621 1.915 0.216
C: -0.977 -1.234 -0.803
H: 1.804 0.612 -0.105
C: -1.066 1.177 -0.283
H: -1.025 -3.363 -0.993
H: -0.327 1.916 1.564
H: -0.286 -0.999 -1.610
H: -1.779 -0.275 0.744
H: -0.936 1.164 -1.361
H: 1.265 -3.236 -0.470
H: -2.048 -1.333 -1.097
H: 1.056 -2.206 0.692
H: -1.390 -2.808 0.660

Results of the Mulliken charge analysis, in e, for atoms 1 through 4:
1 N -0.626
2 C -0.531
3 N -0.418
4 C -0.680

---

C.
Molecular formula: C4H12N2S
Method: DFT, wB97M-V/def2-TZVPD

Calculated values
molar mass: 120.2 u
HOMO level: -8.019 eV
total charge: 0
Kohn-Sham gap: 9.0 eV
SMILES: CN[C@H](CN)CS
2S+1: 1

Geometry (Å):
H: -0.980 0.139 1.990
C: -0.916 -0.527 1.122
H: -0.989 1.282 -2.698
H: 0.033 -1.374 -1.155
H: 2.935 0.483 1.331
H: -2.947 -0.608 1.376
H: 0.972 -0.118 -1.860
H: 2.953 0.800 -0.449
C: 2.377 0.276 0.407
C: 0.010 -0.283 -1.348
H: 1.124 1.524 1.356
N: -2.285 -1.116 0.803
H: -0.236 -1.280 1.173
H: -1.104 1.223 -0.096
N: 1.088 1.014 0.489
H: -2.728 -1.202 -0.078
S: -1.448 0.052 -2.408
C: -0.216 0.398 -0.019
H: 2.356 -0.683 0.065

Results of the Mulliken charge analysis, in e, for atoms 1 through 4:
1 H 0.391
2 C -0.878
3 H 0.128
4 H 0.364

---

So which one is most stable? That would be B, about 0.0430 hartree below the next structure.

---

A.
Molecular formula: C4H12N2S
Method: DFT, wB97M-V/def2-TZVPD

Calculated values
molar mass: 120.2 u
HOMO level: -9.107 eV
total charge: 0
Kohn-Sham gap: 9.9 eV
SMILES: NC[C@H](N)CCS
2S+1: 1

Geometry (Å):
S: -1.074 -1.492 -2.134
C: 0.961 0.305 -0.784
H: 1.889 -0.252 -1.011
H: 0.468 0.322 -2.831
N: -0.739 1.346 2.825
H: -1.199 1.101 0.757
H: -0.494 -2.117 -1.063
C: 0.601 0.104 0.801
H: 1.423 -0.746 2.412
H: 0.176 2.248 1.261
H: 1.924 0.744 2.290
H: -0.766 0.399 3.280
C: -0.106 0.132 -1.972
H: -0.178 -0.642 0.713
C: -0.341 1.178 1.352
H: -0.976 0.905 -1.910
N: 1.746 -0.157 1.680
H: 1.361 1.252 -0.890
H: -0.194 2.011 3.221

Results of the Mulliken charge analysis, in e, for atoms 1 through 4:
1 S -0.226
2 C -1.083
3 H 0.418
4 H 0.404

---

B.
Molecular formula: C4H12N2S
Method: DFT, wB97M-V/def2-TZVPD

Calculated values
molar mass: 120.2 u
HOMO level: -8.404 eV
total charge: 0
Kohn-Sham gap: 9.4 eV
SMILES: CN[C@H](CN)CS
2S+1: 1

Geometry (Å):
C: 0.099 -0.174 0.046
H: -2.207 2.050 0.850
S: -0.214 -0.424 2.800
C: -0.917 0.946 -0.265
H: 1.804 -1.479 -2.511
H: -0.005 -1.273 -2.602
H: 0.161 0.623 3.540
H: 1.947 -0.160 -0.733
H: 0.762 -2.304 -1.404
H: -1.244 0.752 -1.290
N: -2.106 1.076 0.600
H: -2.921 0.851 0.047
H: 1.126 1.017 1.481
H: -0.434 -1.138 0.064
C: 0.866 -1.355 -1.965
N: 1.006 -0.175 -1.129
H: 1.736 -0.653 1.349
C: 0.845 -0.032 1.374
H: -0.306 1.852 -0.252

Results of the Mulliken charge analysis, in e, for atoms 1 through 4:
1 C 0.155
2 H 0.212
3 S -0.215
4 C -0.777

---

So which one is most stable? That would be B, about 0.0491 hartree below the next structure.

---

A.
Molecular formula: C4H12N2S
Method: DFT, wB97M-V/def2-TZVPD

Calculated values
molar mass: 120.2 u
HOMO level: -8.785 eV
total charge: 0
Kohn-Sham gap: 9.7 eV
SMILES: NCNCCCS
2S+1: 1

Geometry (Å):
H: 0.151 2.832 -1.328
N: 0.114 -0.679 0.171
C: -0.892 1.584 -0.037
H: -0.433 -2.391 1.315
C: 0.078 1.764 -1.206
H: 1.968 -2.729 0.556
C: 0.355 -1.606 1.270
H: -1.864 2.017 -0.272
H: -0.332 2.020 0.791
S: -0.442 0.943 -2.727
H: 0.148 -1.238 2.283
N: 1.645 -2.205 1.324
H: 0.507 1.499 -3.486
H: -1.875 -0.248 -0.422
H: 0.127 -1.268 -0.653
H: 1.002 1.276 -0.911
C: -1.122 0.100 0.296
H: 2.349 -1.618 1.734
H: -1.484 -0.053 1.300

Results of the Mulliken charge analysis, in e, for atoms 1 through 4:
1 H 0.415
2 N -0.276
3 C -0.680
4 H 0.384

---

B.
Molecular formula: C4H12N2S
Method: DFT, wB97M-V/def2-TZVPD

Calculated values
molar mass: 120.2 u
HOMO level: -8.893 eV
total charge: 0
Kohn-Sham gap: 9.8 eV
SMILES: NCCNCCS
2S+1: 1

Geometry (Å):
C: -0.069 -1.193 0.735
H: -0.758 -0.481 3.266
H: 0.637 0.694 0.260
S: -0.433 1.271 -3.739
H: 0.655 -2.135 2.462
H: -1.101 2.231 -1.610
N: 0.190 -0.227 3.022
H: 0.601 1.902 -1.712
C: -0.394 1.495 -1.937
C: -0.526 0.141 -1.244
H: 0.334 -1.871 -0.025
H: -1.077 -1.484 1.046
N: -0.216 0.153 0.160
C: 0.738 -1.141 2.030
H: 0.273 0.733 2.727
H: 0.083 -0.555 -1.840
H: -1.535 -0.247 -1.447
H: 1.788 -0.896 1.941
H: 0.811 1.611 -4.094

Results of the Mulliken charge analysis, in e, for atoms 1 through 4:
1 C -0.433
2 H 0.221
3 H 0.256
4 S -0.246

---

C.
Molecular formula: C4H12N2S
Method: DFT, wB97M-V/def2-TZVPD

Calculated values
molar mass: 120.2 u
HOMO level: -9.007 eV
total charge: 0
Kohn-Sham gap: 9.9 eV
SMILES: NC[C@H](N)CCS
2S+1: 1

Geometry (Å):
H: 1.458 1.832 1.055
H: 2.725 0.967 0.306
H: 1.068 -1.389 0.922
N: 0.459 1.903 0.673
H: 0.951 0.010 2.018
S: -3.194 -0.920 -1.548
C: -1.360 -0.950 -1.200
H: 2.922 -0.632 -0.015
C: 1.241 -0.285 1.014
H: -0.968 -0.454 -2.094
H: -1.430 -0.658 0.861
H: 0.718 0.255 -0.909
H: -1.015 -1.959 -1.046
H: 0.366 2.598 -0.138
C: 0.251 0.473 0.100
H: -1.963 0.829 -0.135
N: 2.627 0.037 0.708
H: -3.672 -1.662 -0.576
C: -1.185 0.005 0.005

Results of the Mulliken charge analysis, in e, for atoms 1 through 4:
1 H 0.299
2 H 0.258
3 H 0.377
4 N -0.679

---

D.
Molecular formula: C4H12N2S
Method: DFT, wB97M-V/def2-TZVPD

Calculated values
molar mass: 120.2 u
HOMO level: -9.088 eV
total charge: 0
Kohn-Sham gap: 10.1 eV
SMILES: CNC[C@@H](N)CS
2S+1: 1

Geometry (Å):
N: 0.289 -1.388 0.586
H: -2.340 0.719 1.114
C: 0.111 -0.005 0.146
S: 2.841 0.667 -0.014
H: -1.359 1.102 -0.949
H: 1.294 -0.397 -1.560
H: 0.919 1.335 -1.291
H: -1.376 -0.617 -1.251
H: 1.151 -1.521 1.098
C: 1.213 0.396 -0.820
H: -3.796 0.462 -0.888
H: -0.496 -1.628 1.190
H: -4.398 -0.110 0.652
H: 0.145 0.686 1.007
C: -1.283 0.125 -0.452
C: -3.618 -0.267 -0.093
H: 3.118 -0.662 -0.023
N: -2.305 -0.131 0.559
H: -3.697 -1.284 -0.468

Results of the Mulliken charge analysis, in e, for atoms 1 through 4:
1 N -0.746
2 H 0.228
3 C 0.756
4 S -0.209

---

So which one is most stable? That would be D, about 0.0141 hartree below the next structure.

---

A.
Molecular formula: C2H7NOSi
Method: DFT, wB97M-V/def2-TZVPD

Calculated values
molar mass: 89.2 u
HOMO level (spin up / spin down): -8.768 / -7.747 eV
total charge: 0
Kohn-Sham gap (spin up / spin down): 8.1 / 7.1 eV
2S+1: 1

Geometry (Å):
H: 2.510 -1.001 -0.824
H: 4.241 0.522 -0.281
H: -1.990 2.199 0.662
C: -2.358 1.145 0.343
H: -3.136 1.052 1.010
H: -2.815 1.152 -0.621
C: -1.252 -1.072 0.273
H: 3.905 -0.978 1.467
O: -1.200 0.190 0.615
Si: 3.198 -0.405 0.316
H: -2.006 -2.755 -0.468
N: -2.226 -1.719 -0.269

Results of the Mulliken charge analysis, in e, for atoms 1 through 4:
1 H -0.046
2 H -0.073
3 H 0.241
4 C -0.688

---

B.
Molecular formula: C2H7NOSi
Method: DFT, wB97M-V/def2-TZVPD

Calculated values
molar mass: 89.2 u
HOMO level (spin up / spin down): -8.394 / -7.240 eV
total charge: 0
Kohn-Sham gap (spin up / spin down): 8.0 / 7.0 eV
2S+1: 1

Geometry (Å):
C: -2.655 0.420 -0.130
H: -2.370 0.537 -1.225
H: 3.285 1.259 -1.019
C: -0.610 -0.450 0.549
N: -0.510 -1.302 -0.296
H: 0.338 -1.882 -0.181
H: -3.182 -0.542 -0.074
H: 2.543 -0.806 0.342
O: -1.454 0.551 0.662
H: 4.475 0.602 1.139
Si: 3.461 0.335 0.115
H: -3.322 1.277 0.119

Results of the Mulliken charge analysis, in e, for atoms 1 through 4:
1 C -0.613
2 H 0.264
3 H -0.024
4 C 0.273

---

C.
Molecular formula: C2H7NOSi
Method: DFT, wB97M-V/def2-TZVPD

Calculated values
molar mass: 89.2 u
HOMO level: -9.400 eV
total charge: 0
Kohn-Sham gap: 9.2 eV
SMILES: CN=[SiH2].C=O
2S+1: 1

Geometry (Å):
H: 1.534 2.941 1.193
H: -0.565 -1.272 1.029
C: -1.842 -0.371 -1.173
Si: 0.687 1.982 0.406
N: 0.182 0.478 0.342
H: 1.134 -1.338 0.453
O: -2.498 -1.015 -0.412
C: 0.378 -0.695 1.063
H: 0.704 -0.620 2.085
H: -1.024 -0.888 -1.627
H: -2.007 0.723 -1.185
H: -0.258 2.892 -0.434

Results of the Mulliken charge analysis, in e, for atoms 1 through 4:
1 H -0.085
2 H 0.209
3 C -0.097
4 Si 0.146

---

So which one is most stable? That would be C, about 0.0794 hartree below the next structure.

---

A.
Molecular formula: C3H8N2S2
Method: DFT, wB97M-V/def2-TZVPD

Calculated values
molar mass: 136.2 u
HOMO level: -8.735 eV
total charge: 0
Kohn-Sham gap: 9.4 eV
SMILES: C/C(=N/S)N(C)S
2S+1: 1

Geometry (Å):
H: 1.449 1.858 -0.906
H: 0.105 -2.356 1.200
H: 1.428 -1.454 -2.012
H: -0.731 -0.861 1.529
C: -0.259 0.627 -0.323
H: 1.090 1.622 0.940
S: -2.314 -0.914 -0.659
H: -3.535 -0.223 -0.761
S: 1.982 -0.907 -0.922
H: -0.011 2.696 -0.213
N: -1.528 0.685 -0.571
H: 1.025 -0.765 1.875
C: 0.258 -1.223 1.160
C: 0.610 1.828 -0.107
N: 0.431 -0.614 -0.231

Results of the Mulliken charge analysis, in e, for atoms 1 through 4:
1 H 0.287
2 H 0.298
3 H 0.149
4 H 0.291

---

B.
Molecular formula: C3H8N2S2
Method: DFT, wB97M-V/def2-TZVPD

Calculated values
molar mass: 136.2 u
HOMO level: -8.513 eV
total charge: 0
Kohn-Sham gap: 8.9 eV
SMILES: CNNC(=S)CS
2S+1: 1

Geometry (Å):
N: -0.613 -1.006 -0.523
N: -1.839 -0.349 -0.642
H: -2.377 -0.335 1.475
C: 0.482 -0.587 0.112
H: -3.020 -1.676 0.495
H: 1.578 1.826 -0.806
H: 1.184 0.761 1.611
C: 0.363 0.712 0.896
H: -0.569 0.789 1.426
H: -0.515 -1.819 -1.129
H: -1.680 0.625 -0.816
C: -2.757 -0.599 0.459
S: 0.438 2.163 -0.221
H: -3.666 -0.046 0.291
S: 1.919 -1.400 0.021

Results of the Mulliken charge analysis, in e, for atoms 1 through 4:
1 N 0.055
2 N -0.538
3 H 0.279
4 C 0.368

---

So which one is most stable? That would be B, about 0.0402 hartree below the next structure.